Record 1
A 16-piece molecular cluster, C3H41N2O15 overall at a distorted geometry. Source: the OMol25 dataset; level of theory: the ωB97M-V functional and the def2-TZVPD basis.

Summary:
E_tot = -1376.675780 hartree
energy relative to the best compared isomer or geometry (same formula, charge and spin) = 664.0 kJ/mol
frontier orbital gap = 9.77 eV
LUMO energy = -2.53 eV
charge = +1

```
61
Properties=species:S:1:pos:R:3:nbo_charge:R:1
C -1.66860 2.31915 -0.72475 -0.2459
C -1.18826 0.96825 -1.04297 -0.5262
C -0.23724 0.56714 0.09905 -0.2618
N -0.60038 -0.84689 0.55388 -0.8266
N -0.64595 3.43252 -0.94895 -0.7555
H -2.10567 2.37421 0.40556 0.2730
H -2.53258 2.53328 -1.39228 0.2253
H -0.83483 0.83808 -2.02432 0.2266
H -1.95357 0.10998 -1.07610 0.3018
H 0.81922 0.45606 -0.27089 0.1903
H -0.21224 1.28467 0.89216 0.1921
H -0.11162 -1.41490 0.01506 0.3329
H -1.52028 -0.91340 0.29474 0.3682
H -1.03541 4.31099 -1.39198 0.4450
H -0.25428 3.75118 -0.05724 0.4631
H 0.27465 3.06126 -1.31544 0.4749
H 0.60792 -3.96482 2.73562 0.4916
H -0.31291 -3.01088 1.83379 0.4695
O 0.35816 -3.02845 2.56188 -0.9599
H -2.11974 1.79367 3.70767 0.4953
H -1.78843 1.07003 2.37205 0.5035
O -1.82535 1.96662 2.77687 -1.0010
H -3.21264 -2.01611 -1.29396 0.4876
H -3.90652 -0.72691 -0.93228 0.4959
O -3.18157 -1.26814 -0.72733 -0.9503
H 0.36099 0.79874 -5.07439 0.4758
H 0.29444 1.28502 -3.76124 0.4703
O 0.10356 0.42695 -4.22668 -0.9427
H -0.74996 -0.55942 3.49086 0.4814
H -1.47293 -1.55735 2.91181 0.4771
O -1.65951 -0.74082 3.27349 -0.9472
H 3.09908 -0.89469 0.41440 0.5000
H -1.08677 -2.69869 -1.70880 0.4823
O -1.35863 -3.44814 -1.14265 -0.9617
H -0.49962 -3.12438 -4.01589 0.4656
H -0.46149 -1.76678 -4.57613 0.4938
O -1.08533 -2.37552 -4.07453 -0.9566
H 0.14210 3.05977 2.13862 0.5294
H 1.14130 2.21594 1.03754 0.4891
O 0.83469 3.09045 1.44971 -0.9981
H 3.75596 0.62101 -0.81813 0.5165
H 4.79051 1.66033 -0.88704 0.4792
O 3.88354 1.62513 -0.85539 -0.9849
H 2.12532 4.02285 -1.15364 0.4713
H 2.96977 2.75812 -1.66064 0.5303
O 2.13554 3.34520 -1.84491 -1.0130
H 2.61049 -1.69179 -0.92766 0.5200
H -2.01324 -3.80743 -1.83348 0.4809
O 3.24319 -0.94319 -0.58376 -0.9828
H 3.54228 -1.94031 3.35678 0.4743
H 2.87246 -2.73998 2.19791 0.4767
O 3.60494 -2.72230 2.77141 -0.9499
H -3.89393 -0.13063 1.00975 0.4975
H -4.60529 1.22680 0.97332 0.4802
O -3.94748 0.75190 0.56413 -0.9677
H 2.36597 1.38745 3.50852 0.4856
H 2.23773 1.24725 1.96103 0.4601
O 1.99268 0.93736 2.80548 -0.9421
H 0.62306 -3.96417 0.19871 0.4746
H 1.67779 -4.94620 -0.18974 0.4803
O 1.61496 -4.05508 0.22142 -0.9552
```



Record 2
A 2-piece molecular cluster, C2H8N2S2 overall at a distorted geometry. Source: the OMol25 dataset; level of theory: the ωB97M-V functional and the def2-TZVPD basis.

Summary:
E_tot = -986.132927 hartree
energy relative to the best compared isomer or geometry (same formula, charge and spin) = 178.5 kJ/mol
frontier orbital gap = 9.11 eV
LUMO energy = -7.89 eV
charge = +2

```
14
Properties=species:S:1:pos:R:3:nbo_charge:R:1
C -1.44619 -0.69003 -0.45944 0.3059
C -0.62824 -1.07103 0.51861 0.0447
N -2.62275 -0.66694 -1.09030 -0.6294
N 0.42397 -1.92441 0.57136 -0.7406
S 2.21534 2.49955 -1.08779 0.2701
S -0.78142 0.17969 1.86633 0.0826
H -2.64966 -0.24438 -2.05552 0.4520
H 1.82896 3.39520 -0.13487 0.2426
H -3.32827 -1.38011 -0.94048 0.4404
H 2.51823 1.66983 -0.09561 0.2203
H 0.70305 -2.57568 -0.07368 0.4291
H 1.08743 -1.75061 1.35826 0.4299
H 3.35059 3.23767 -1.27998 0.2662
H -0.67104 -0.67875 2.90311 0.1861
```



Record 3
C31H66HgNO13S6 as an isolated structure at a distorted geometry. Source: the OMol25 dataset; level of theory: the ωB97M-V functional and the def2-TZVPD basis.

Summary:
E_tot = -4795.265581 hartree
frontier orbital gap (spin up / spin down) = 4.86 / 4.44 eV
multiplicity = 2
LUMO energy (spin up / spin down) = -9.23 / -9.65 eV
charge = +2

```
118
Properties=species:S:1:pos:R:3:lowdin_charge:R:1
Hg -4.29948 0.90308 -2.08494 1.3304
C -1.53789 1.05173 0.27919 -0.2242
O -2.13658 0.96934 -1.00670 -0.3964
H -2.30390 1.22387 1.03529 0.0661
H -0.96590 0.14318 0.46748 0.0453
H -0.79043 1.84340 0.33078 0.0628
C 3.13079 -4.92668 -3.42563 -0.0285
C 2.69586 -4.06689 -2.19416 -0.1821
N 1.26554 -4.16373 -1.96884 0.0617
C 0.80535 -3.20703 -0.91324 -0.1842
C -0.70824 -3.08174 -0.95226 -0.0622
C 0.79934 -5.61261 -1.71883 -0.1232
C 1.16950 -6.24051 -0.36742 -0.0189
H 4.09298 -4.54936 -3.77191 0.0936
H 2.40213 -4.88003 -4.23494 0.0893
H 3.31857 -5.94430 -3.08316 0.0827
H 3.26959 -4.24937 -1.28551 0.1493
H 2.83467 -3.01533 -2.44523 0.1079
H 1.15181 -3.33505 0.11227 0.1388
H 1.06520 -2.20926 -1.26687 0.1008
H -0.98720 -2.19986 -0.37557 0.0712
H -1.12657 -3.04331 -1.95805 0.0871
H -1.13633 -4.01015 -0.57423 0.0478
H 1.24968 -6.29769 -2.43713 0.1165
H -0.27130 -5.56502 -1.91770 0.1278
H 2.25351 -6.18747 -0.26629 0.0868
H 0.88278 -7.28893 -0.28544 0.1125
H 0.78791 -5.71320 0.50690 0.0583
C 1.83493 3.64407 -0.73686 -0.2319
C 0.73725 4.06016 -1.78214 -0.2134
C 1.40974 4.43936 -3.06621 -0.2319
S 3.02849 5.13250 -2.61012 0.7313
O 3.02058 6.60803 -2.65765 -0.3269
O 4.13985 4.44801 -3.25577 -0.3218
C 2.96261 4.62603 -0.81903 -0.1982
H 2.20290 2.61964 -0.79395 0.0873
H 1.36862 3.67068 0.24800 0.1010
H 0.24931 4.96849 -1.42864 0.1152
H -0.02556 3.28717 -1.87554 0.0856
H 0.90689 5.13734 -3.73558 0.1145
H 1.61927 3.65872 -3.79749 0.0961
H 2.79369 5.52898 -0.23230 0.1133
H 3.91266 4.13158 -0.61654 0.0977
C -2.43373 5.10265 1.52620 -0.1675
C -3.69688 4.76094 2.38172 -0.1754
C -4.61512 3.79079 1.57983 -0.1809
S -4.37699 4.22667 -0.21222 0.7368
O -5.11139 5.44360 -0.58881 -0.2856
O -4.48607 3.09313 -1.11478 -0.4731
C -2.60936 4.70516 0.04145 -0.1980
H -1.54119 4.70794 2.01164 0.0971
H -2.30402 6.18398 1.48167 0.1197
H -4.31880 5.62105 2.62974 0.1178
H -3.45379 4.49024 3.40920 0.0991
H -5.68335 3.80116 1.79637 0.1104
H -4.23816 2.77436 1.69321 0.0805
H -2.29354 5.30427 -0.81262 0.1092
H -2.06195 3.77832 -0.13004 0.0563
C 2.47644 -0.42162 0.54986 -0.2180
C 3.00346 0.58482 1.62232 -0.2134
C 4.30500 1.13712 1.08977 -0.2138
S 5.18771 -0.32672 0.45748 0.7245
O 5.69184 -1.01012 1.65456 -0.3122
O 6.10216 0.04671 -0.62289 -0.3115
C 3.65571 -1.14112 -0.17052 -0.2083
H 1.89606 0.16553 -0.16184 0.0872
H 1.76118 -1.14257 0.94575 0.0831
H 3.24404 -0.05020 2.47494 0.1205
H 2.24324 1.34451 1.80410 0.0937
H 4.89502 1.70965 1.80543 0.1263
H 4.09805 1.74350 0.20795 0.0847
H 3.77780 -2.20243 0.04586 0.0860
H 3.61796 -0.95270 -1.24344 0.0845
C -2.92992 -2.54008 2.78783 -0.2065
C -1.36802 -2.74814 2.81773 -0.2132
C -1.13628 -4.24873 2.73292 -0.1744
S -2.65249 -5.06181 1.95505 0.7479
O -3.43925 -5.77812 2.94636 -0.2983
O -2.38077 -5.61728 0.60061 -0.3744
C -3.49486 -3.45188 1.69532 -0.2238
H -3.18332 -1.50722 2.54890 0.1020
H -3.33754 -2.87351 3.74218 0.1246
H -0.91323 -2.25504 3.67688 0.0988
H -0.98326 -2.20624 1.95379 0.0788
H -1.15825 -4.68968 3.72950 0.1104
H -0.26261 -4.46381 2.11766 0.0727
H -4.57897 -3.47610 1.58482 0.1149
H -3.18733 -3.07701 0.71909 0.0782
C -1.57119 0.47172 4.19560 -0.2190
C -0.12478 0.54181 3.71983 -0.2266
C 0.23141 2.03370 3.76037 -0.2098
S -0.58020 2.75261 5.25022 0.7160
O -1.37262 3.92838 4.85119 -0.3397
O 0.37884 2.75941 6.34107 -0.3008
C -1.68193 1.35838 5.49675 -0.1874
H -1.88807 -0.55836 4.35876 0.0880
H -2.23036 0.89855 3.43969 0.0934
H 0.04025 0.07151 2.75046 0.0810
H 0.39562 -0.11352 4.41827 0.1240
H -0.27447 2.52185 2.92736 0.0750
H 1.23139 2.46708 3.74281 0.1017
H -2.70348 1.65283 5.73726 0.1135
H -1.17417 0.72014 6.21987 0.1078
C 0.31304 -1.65740 -4.59542 -0.2064
C 1.04098 -0.40583 -4.08447 -0.2002
C 0.01231 0.46274 -3.36365 -0.1806
S -1.46980 0.43372 -4.50071 0.7585
O -1.43172 1.61231 -5.37954 -0.2977
O -2.67611 0.13836 -3.74055 -0.4668
C -0.93368 -1.14047 -5.36817 -0.1624
H 0.06741 -2.30999 -3.75763 0.0777
H 0.84169 -2.31771 -5.28290 0.1233
H 1.47051 0.12824 -4.93204 0.1316
H 1.86263 -0.82921 -3.50678 0.0999
H 0.20755 1.47771 -3.01749 0.0850
H -0.39533 -0.07858 -2.50989 0.0699
H -0.62835 -0.78890 -6.35371 0.1087
H -1.75523 -1.81289 -5.61513 0.1101
```